9
Properties=species:S:1:pos:R:3:forces:R:3:mulliken_spin:R:1 method="wB97M-V/def2-TZVPD" relative_energy_kcal_mol=129.4 total_charge=+1 spin_multiplicity=2 total_energy_ev=-40802.38063
H -1.919418 -1.474296 0.972468 0.125 -0.078 -0.037 0.00
H 2.238855 0.360732 -2.150826 -0.151 -0.117 0.275 0.00
O -1.767805 -0.516907 0.920418 -0.398 0.014 1.039 0.00
O 0.180029 -1.239045 0.189749 0.120 -1.424 0.609 0.00
Yb -0.799851 3.276315 1.235513 0.281 -1.117 -0.480 1.01
C 1.187802 -0.998832 -0.661662 -0.433 2.399 -0.574 0.00
C 1.646092 -0.147192 -1.410669 0.602 -1.517 0.124 0.00
C -0.565616 -0.204083 0.573860 0.649 0.792 -2.564 0.00
O -0.200087 0.943308 0.331148 -0.794 1.047 1.608 -0.01

52
Properties=species:S:1:pos:R:3:forces:R:3:mulliken_charge:R:1 method="wB97M-V/def2-TZVPD" relative_energy_kcal_mol=284.6 total_charge=+2 spin_multiplicity=1 total_energy_ev=-654016.29361
H 9.217460 10.046130 -17.936130 0.714 -0.215 0.381 0.27
Cl 1.524900 8.361170 -20.072740 0.096 -1.051 0.011 -0.11
Cl 4.497960 11.166010 -11.278210 0.237 0.201 -0.019 -0.10
H 8.766400 8.849210 -20.678940 -0.776 0.025 0.011 0.25
H 2.985560 6.867800 -13.432630 0.016 0.336 -0.175 0.34
Br 14.679950 14.333100 -21.264620 -0.460 -1.049 -0.610 -0.13
H 8.775870 8.876210 -27.435330 -0.262 0.350 0.318 0.36
H 5.547200 10.758510 -13.314500 0.178 -0.288 0.406 0.24
C 14.308740 12.644710 -22.322670 0.157 0.928 -0.085 -0.60
C 2.345840 14.112800 -17.317950 0.466 -0.010 -1.078 -0.55
C 8.453330 8.419740 -26.499540 -0.183 -1.458 -0.997 -0.60
Br 1.835460 13.459710 -15.513610 0.556 0.438 -0.957 -0.15
H 15.895630 11.729870 -21.262160 -0.199 -0.058 0.170 0.38
H 14.274940 11.385280 -20.600930 0.088 -0.455 -0.201 0.39
H 13.239060 12.556180 -22.512560 0.125 0.244 0.150 0.36
H 8.369650 9.108410 -25.658810 -0.007 -0.162 -0.177 0.37
Cl 7.172390 10.118970 -11.708300 -0.168 0.714 -0.291 -0.13
C 2.645720 6.941300 -20.128490 0.095 0.960 -0.114 0.12
H 14.842420 12.802010 -23.259980 -0.078 -0.085 0.160 0.38
C 2.800870 4.968240 -14.341520 -0.053 -0.186 -1.853 -0.58
H 7.806900 10.206750 -18.825520 -0.164 0.059 -0.555 0.28
C 5.884060 11.163510 -12.360250 -0.373 0.372 -0.936 0.11
Br 9.973870 7.190730 -26.170380 0.028 0.209 0.338 -0.17
H 2.130680 4.450850 -13.655050 0.221 0.705 0.417 0.40
O 7.817720 8.475070 -17.764150 2.801 0.958 -1.859 -0.57
Sr 12.607460 4.629070 -22.248100 -0.311 0.521 0.059 1.24
C 8.540330 9.449800 -18.547680 -1.881 -2.155 1.014 -0.37
Cl 1.955020 5.334420 -19.942830 -0.282 0.461 0.159 -0.11
H 1.495350 13.915520 -17.970530 -0.028 -0.150 0.270 0.36
H 2.512560 15.188790 -17.368390 -0.108 -0.046 0.704 0.39
H 6.332040 8.192490 -26.824480 0.066 0.019 -0.155 0.37
H 4.525780 13.544330 -17.399670 -0.145 0.783 -0.149 0.38
H 2.569510 4.521520 -15.308490 -0.101 0.218 -0.046 0.33
Cl 6.356040 12.847550 -12.884370 0.112 -1.003 0.811 -0.12
C 7.198930 7.540060 -26.719910 0.220 0.875 -0.014 -0.61
Br 0.936440 7.124840 -14.801270 0.258 -0.305 -0.017 -0.10
H 3.435650 12.319250 -17.749680 -0.250 -0.085 -0.609 0.35
O 10.282490 7.841630 -19.766450 -1.875 1.544 1.076 -0.64
Br 4.610100 4.221020 -14.054410 -0.167 0.444 0.212 -0.19
H 3.390270 7.018720 -15.155850 0.046 -0.647 -0.030 0.34
Br 3.840200 13.720030 -19.851600 -0.254 -0.068 1.085 -0.15
H 10.101540 9.818530 -20.142510 -0.203 0.507 0.232 0.26
Cl 3.530900 7.008850 -21.672570 0.064 -0.007 0.314 -0.13
Br 7.235190 6.472170 -28.402290 0.125 0.547 1.205 -0.09
Br 15.023030 9.873170 -22.558060 -0.400 -0.131 0.035 -0.19
C 14.857600 11.511940 -21.513370 0.742 0.536 0.377 -0.60
Sr 9.723220 5.273410 -16.877860 -0.621 1.538 -0.760 1.49
H 7.024240 6.940500 -25.826540 0.071 -0.440 -0.430 0.38
H 3.318480 7.147570 -19.296040 0.045 -0.346 -0.346 0.22
C 9.426090 9.022650 -19.828750 2.181 -2.660 0.356 -0.21
C 3.574170 13.388760 -17.907930 -0.220 -0.888 0.746 -0.63
C 2.752790 6.507320 -14.434610 -0.139 -0.544 1.441 -0.53

14
Properties=species:S:1:pos:R:3:forces:R:3:mulliken_spin:R:1 method="wB97M-V/def2-TZVPD" relative_energy_kcal_mol=31.1 spin_multiplicity=2 total_energy_ev=-20663.41374
O -0.790489 2.253702 -0.296544 0.695 -0.236 0.097 0.00
C -1.001983 -0.030489 -1.192752 -0.120 -0.683 0.322 -0.01
H 0.686917 -1.931792 -1.082583 -0.321 -0.780 -0.108 0.04
C -0.293531 -0.434546 0.094174 -0.938 -0.100 1.790 -0.01
H -1.065600 -0.955501 0.677936 -0.209 0.142 -0.454 0.00
H 0.830719 0.409042 1.658416 0.086 0.345 0.309 0.00
H 0.592730 -2.228144 0.740099 0.515 -0.517 -0.415 -0.01
C -0.066475 1.939627 0.643525 -1.874 1.184 -0.565 0.01
C 0.776114 -1.537619 -0.079163 0.501 1.845 0.181 -0.02
H 0.261832 2.744279 1.306480 0.672 -0.298 0.301 0.00
N 0.109190 0.669359 1.009673 0.842 -1.295 -0.980 0.01
O -2.140068 -0.407754 -1.343072 0.549 0.483 -0.401 0.00
H -0.360929 0.381886 -1.983312 -0.253 0.205 -0.187 0.00
S 2.461574 -0.872050 -0.152872 -0.143 -0.295 0.112 0.99

9
Properties=species:S:1:pos:R:3:forces:R:3:mulliken_spin:R:1 method="wB97M-V/def2-TZVPD" relative_energy_kcal_mol=37.0 spin_multiplicity=3 total_energy_ev=-15949.63117
N -1.010619 0.098099 -0.528136 -1.424 4.442 -5.066 0.29
H -0.740652 0.222047 -1.532003 -0.911 1.084 1.211 -0.02
C 1.642980 2.128842 0.261354 -0.108 0.251 -0.084 -0.01
H -0.633888 -1.347836 0.785454 -0.557 -0.779 2.323 0.05
H 1.339097 3.015289 0.725537 -0.179 0.692 0.530 0.00
S -1.601607 1.310678 0.396858 0.115 0.085 0.283 0.89
C -0.483487 -1.018951 -0.171250 1.670 -4.763 2.444 0.76
H 0.240552 -1.557372 -0.697168 1.012 -0.124 -1.161 0.03
N 1.922517 1.196909 -0.325508 0.381 -0.889 -0.481 0.02

16
Properties=species:S:1:pos:R:3:forces:R:3:mulliken_charge:R:1 method="wB97M-V/def2-TZVPD" smiles="NC=O.CCN" relative_energy_kcal_mol=13.6 spin_multiplicity=1 total_energy_ev=-8300.91565
H 0.621126 -0.388772 -1.082074 -0.233 0.209 0.250 0.24
H 0.963587 1.143124 -3.601571 -0.214 0.293 0.125 0.30
H 2.063084 0.014800 -2.125266 -2.227 -0.796 0.654 0.26
H -1.101671 0.860227 -0.488536 0.316 -1.072 1.148 0.26
H -0.944641 0.820562 2.090392 -0.007 0.249 0.235 0.34
O -0.633735 1.474521 -2.372028 -1.148 0.685 -0.187 -0.57
H 0.623673 0.750662 1.310561 0.087 0.230 -0.247 0.31
H -0.953086 -1.645504 2.343633 0.578 0.246 -0.044 0.28
H 0.631621 -1.728667 1.518651 -0.184 0.117 0.096 0.25
C 0.392880 0.936099 -2.672107 0.927 -0.892 0.236 0.12
C -0.312436 0.216856 1.443436 -0.671 0.236 -0.709 -0.31
N 1.009367 -0.043864 -1.950567 2.951 0.631 -1.398 -0.38
H -1.891467 -0.426537 0.246668 0.764 0.336 -0.066 0.18
C -0.013394 -1.089093 2.136260 -0.296 -0.656 0.041 -1.02
H 0.508634 -0.903665 3.081743 -0.185 -0.069 -0.093 0.34
N -0.963542 0.009249 0.120805 -0.456 0.253 -0.040 -0.61

118
Properties=species:S:1:pos:R:3:forces:R:3:mulliken_charge:R:1 method="wB97M-V/def2-TZVPD" relative_energy_kcal_mol=0.0 total_charge=-2 spin_multiplicity=1 total_energy_ev=-284656.83407
C 17.549627 17.415854 10.473515 0.183 -0.451 -0.205 -0.76
H 9.473432 9.269086 12.347967 -0.026 -0.090 -0.057 0.20
H 8.999935 10.368535 8.025659 -0.407 -0.800 -0.188 0.45
C 9.541585 7.126995 9.693430 0.381 0.994 0.376 -0.70
Si 19.352225 12.601049 10.714527 0.438 -1.208 -0.497 0.44
C 9.757778 12.090675 7.020475 -0.200 -0.080 -0.336 -0.57
C 10.336677 13.336510 7.154094 0.460 0.483 0.282 -0.88
H 15.540135 10.429998 11.857247 -0.025 -0.213 0.384 0.36
H 15.886904 16.301047 12.412451 0.069 0.024 -0.071 0.10
H 9.591217 11.669878 6.051004 -0.088 -0.013 -0.555 0.29
N 14.669886 12.662648 8.253152 -0.372 -0.568 -0.156 0.60
C 11.084444 9.159718 10.942998 0.608 -0.388 -0.626 0.14
H 20.454066 16.914391 11.857269 0.117 -0.030 0.356 0.32
As 17.949561 14.180897 11.618434 0.032 -0.262 0.142 0.14
C 13.629424 11.245323 6.642297 -0.085 0.076 -0.032 0.21
H 7.282888 17.144075 10.494597 -0.018 -0.225 -0.133 0.36
C 13.482864 16.452223 15.318741 -0.155 0.465 0.067 -0.58
C 14.720123 17.621194 13.647989 -0.651 0.297 0.435 -0.56
H 7.635456 18.244790 12.650000 0.158 -0.157 -0.203 0.33
F 12.926263 15.506394 7.568871 0.057 0.071 -0.557 -0.29
H 9.497112 11.200224 10.245562 0.028 -0.038 0.059 0.19
H 13.349419 7.655153 11.467974 0.140 -0.078 0.494 0.25
F 11.725474 16.730639 9.727183 0.236 0.146 0.040 -0.23
Si 18.723148 15.892772 10.352880 0.276 1.673 -0.789 0.42
C 13.343531 9.293305 12.864627 -0.277 -0.242 -0.585 0.10
C 8.830423 15.645240 10.789188 -0.405 0.373 -0.004 0.16
H 17.956596 15.117512 8.127223 0.592 0.143 -0.050 -0.07
C 10.194184 12.390818 12.475055 0.266 -0.938 -0.693 -1.90
N 12.532887 10.498556 6.224236 -0.344 -0.055 0.627 -0.32
H 17.889119 18.244457 9.828334 -0.080 -0.318 0.132 0.42
H 21.180488 15.946818 10.566256 0.468 -0.197 0.135 0.26
H 16.539827 13.317941 7.746200 0.062 0.030 -0.175 0.05
H 9.890463 12.971823 13.307930 -0.509 0.759 0.788 0.89
H 10.815578 15.526806 13.505547 0.388 -0.127 0.208 0.34
H 21.401715 13.850345 9.892856 -0.099 -0.311 0.367 0.25
H 13.901064 13.839125 16.485678 0.247 0.265 0.278 0.29
C 14.984634 7.706612 14.479294 -0.660 -0.249 -0.389 -0.40
H 10.619923 13.879419 6.265034 0.037 0.187 -0.027 0.43
O 14.229992 12.842021 14.753792 -0.527 -0.073 0.703 -0.36
C 9.856552 8.786138 11.453470 -0.465 -0.428 -0.097 -0.39
H 8.931738 6.374526 9.242151 -0.165 -0.415 -0.298 0.38
H 15.622650 7.112909 15.117881 0.072 -0.177 -0.077 0.37
H 19.125255 16.464424 7.868456 -0.129 -0.088 0.279 0.44
As 12.343338 10.506941 11.672097 -0.315 -0.214 0.077 1.15
C 13.808888 17.653553 14.714601 0.574 -0.725 -0.618 -0.64
C 13.637960 13.925216 15.434339 -0.225 -0.404 -0.297 -0.72
H 21.900222 12.212600 10.363626 -0.530 0.185 0.188 0.34
C 13.810031 9.766548 14.070923 -0.059 -0.189 0.613 -0.16
C 13.045554 16.840708 9.407903 0.419 0.343 -0.367 0.62
C 8.034938 16.739321 11.161522 0.266 0.099 -0.321 -0.81
H 19.077141 12.817897 8.225837 -0.286 -0.683 0.346 0.23
C 8.255431 17.398386 12.349234 0.000 -0.006 0.853 -0.30
H 21.460053 13.420757 11.619021 0.249 0.045 -0.040 0.28
H 16.558599 17.089588 10.151353 -0.128 0.203 -0.033 -0.13
C 19.343386 11.044842 11.856363 0.129 0.683 0.229 -1.15
C 14.607599 8.967175 14.889476 0.282 0.532 0.156 -0.63
C 9.426701 11.334697 8.113525 0.559 0.673 1.397 -0.94
H 9.269154 11.997607 11.996068 0.653 0.066 0.404 0.47
C 9.738598 11.815566 9.395131 -0.068 0.252 -0.628 -0.49
H 14.736298 6.206843 12.978613 0.115 -0.468 -0.288 0.41
C 15.641873 10.873651 10.874602 0.036 0.518 -0.199 -0.11
H 8.717321 15.189113 9.827313 -0.299 -0.183 -0.435 0.38
H 16.710331 10.941765 10.688123 0.177 0.039 -0.028 -0.53
N 14.637370 11.339644 5.792362 -0.072 -0.123 -0.145 -0.69
C 15.658389 12.085698 6.184868 0.724 0.287 0.121 -0.66
C 10.659882 13.833697 8.414944 -0.218 -0.593 0.103 0.51
H 19.750797 14.867162 8.323235 -0.391 0.095 -0.102 0.26
H 19.642616 11.146043 8.591256 -0.278 0.408 0.318 0.39
H 20.664564 17.591364 10.249352 -0.226 0.056 -0.184 0.30
C 18.910770 15.567554 8.469610 -0.230 -0.282 0.226 -0.88
H 12.485891 8.790594 9.340623 -0.065 0.024 0.048 0.40
N 14.879764 15.253013 13.847600 0.150 -0.366 -0.300 -0.13
C 9.807747 15.160980 11.620351 0.652 0.582 1.324 -0.16
H 20.156229 11.120030 12.607879 -0.415 0.017 -0.286 0.33
C 10.036861 15.857889 12.844864 -0.726 -0.326 -0.773 -0.56
H 10.614275 10.554381 13.603708 -0.092 -0.258 0.160 0.72
Tl 14.736356 13.376231 10.944921 0.241 -0.201 -0.132 1.25
H 18.386164 10.975519 12.376322 0.050 -0.050 0.080 0.15
H 12.784844 9.782346 5.562216 -0.001 -0.064 0.037 0.28
C 9.088069 7.777343 10.834159 0.819 0.470 0.138 -0.65
C 18.961500 11.958505 8.927582 0.219 0.395 0.183 -0.79
H 14.686444 13.209256 13.997246 0.533 0.381 -0.689 0.21
C 13.558826 15.540394 8.832176 -0.301 -0.247 0.718 0.07
C 15.691217 12.736869 7.411462 0.312 0.083 -0.274 -0.12
H 17.482219 17.793726 11.495097 0.004 -0.004 0.100 0.24
C 20.423034 16.680490 10.800640 -0.458 -0.323 -0.109 -1.19
H 13.550566 10.749042 14.426462 0.086 0.202 -0.073 0.07
H 8.157576 7.497317 11.280482 -0.498 -0.129 0.161 0.40
As 11.071023 13.696375 11.233908 -0.170 0.002 0.436 0.86
H 9.465447 17.438919 14.173870 -0.185 -0.119 -0.431 0.35
H 11.157323 7.068741 8.244440 -0.156 0.021 0.123 0.40
Cl 15.141575 9.516507 9.740206 -0.196 -0.181 -0.227 -0.37
C 21.208429 13.040451 10.625526 0.219 0.397 -0.336 -1.13
H 12.806442 11.840382 8.551108 -0.057 -0.056 0.074 0.14
C 9.255088 16.941411 13.218772 0.264 -0.077 -0.097 -0.62
C 15.209579 16.397406 13.249860 0.241 -0.208 -0.082 -0.06
F 14.908357 15.783785 8.526348 0.077 0.189 -0.126 -0.32
C 13.650223 11.909787 7.873720 -0.161 0.237 0.174 0.02
F 13.129953 17.957990 8.608938 -0.234 -0.052 -0.146 -0.38
H 12.539647 13.808751 15.413227 0.119 0.189 -0.172 0.14
C 14.029518 15.269856 14.845114 -0.211 -0.059 0.439 0.76
C 13.679438 7.995349 12.454913 -0.032 0.216 -0.112 -0.19
H 11.940094 10.179330 6.991263 0.225 0.061 -0.428 0.01
F 13.720484 17.201973 10.513832 -0.143 -0.242 0.393 -0.13
H 19.482339 10.125366 11.299286 0.075 -0.224 -0.229 0.36
H 16.501976 12.150253 5.491279 -0.198 0.057 0.270 0.38
C 11.158615 11.303831 13.042884 -0.212 0.617 -0.681 -0.44
H 12.795282 16.444311 16.142369 -0.331 -0.106 0.302 0.44
H 14.986807 18.519661 13.111586 0.058 0.007 -0.053 0.44
C 14.471296 7.200358 13.269831 0.287 0.657 0.520 -0.76
H 13.331603 18.561173 15.030119 -0.005 0.362 0.124 0.41
H 11.205683 14.757734 8.561193 -0.162 -0.103 -0.289 0.18
C 11.523309 8.513170 9.767016 -0.166 0.255 0.187 -0.07
H 17.931605 11.577088 8.915603 0.188 0.147 -0.239 0.00
C 10.761723 7.535109 9.145577 0.065 -0.282 0.016 -0.80
C 10.361966 13.054923 9.542827 -0.110 -0.100 -0.114 0.08
H 11.844677 11.795811 13.733584 0.045 0.036 0.019 -0.24
H 14.978534 9.388340 15.830540 -0.125 -0.208 -0.328 0.36